1.
# C26H34AlF8NO25P

A molecular structure, C26H34AlF8NO25P in a non-equilibrium geometry (the ωB97M-V functional and the def2-TZVPD basis, the Open Molecules 2025 dataset).

Output
frontier orbital gap = 6.1 eV
molar mass = 970.48 g/mol
net charge = -1
HOMO level = -0.1551 Eh
DFT total energy = -4329.70975 Ha

Last column: Löwdin charge in e.
Positions of all 96 atoms, in Å:
C1 0.9761 0.7478 -0.9556  -0.18
C2 0.7178 1.5263 -2.3629  -0.37
N1 -0.6108 1.3235 -3.0242  -0.20
Al1 -1.7207 -0.0277 -2.2895  0.04
P1 -3.4408 1.0570 -1.1061  0.55
O1 -4.0853 0.1293 -0.0008  -0.66
H1 0.1051 0.9476 -0.1982  0.07
H2 1.0735 -0.4145 -1.1787  0.04
H3 1.9835 1.1386 -0.4750  0.05
H4 0.8049 2.6928 -2.1262  0.10
H5 1.5617 1.3253 -3.1783  0.10
H6 -1.1329 2.2325 -2.9382  0.03
H7 -1.0430 -1.1024 -1.3574  -0.10
H8 -2.3924 -0.8584 -3.4938  -0.13
H9 -4.3880 1.4940 -2.1122  -0.06
H10 -2.8102 2.2507 -0.5391  -0.05
C3 4.2936 2.0350 2.4868  -0.07
C4 3.3461 2.8498 3.2993  -0.32
O2 2.7250 3.6813 2.3455  0.14
C5 2.7436 2.9661 1.1859  -0.50
O3 2.0628 3.2291 0.2085  0.12
O4 3.6133 1.9122 1.2540  0.07
F1 4.0131 3.6326 4.1768  0.07
H11 5.2526 2.5380 2.3236  0.13
H12 4.4833 1.0534 2.9294  0.09
H13 2.5865 2.2624 3.8260  0.18
C6 0.1954 -2.5047 -6.0368  -0.07
C7 0.0491 -3.7411 -5.2174  -0.33
O5 1.1583 -3.6939 -4.3488  0.14
C8 1.4223 -2.3675 -4.1827  -0.49
O6 2.1273 -1.9159 -3.2957  0.12
O7 0.7941 -1.6032 -5.1275  0.07
F2 0.1586 -4.8463 -5.9882  0.07
H14 0.8567 -2.6434 -6.8987  0.14
H15 -0.7665 -2.1239 -6.3905  0.15
H16 -0.8754 -3.7848 -4.6319  0.14
C9 5.5954 -1.2714 -2.5702  -0.07
C10 5.4491 -2.5078 -1.7507  -0.33
O8 6.5583 -2.4606 -0.8821  0.13
C11 6.8223 -1.1342 -0.7160  -0.51
O9 7.5273 -0.6825 0.1710  0.13
O10 6.1941 -0.3699 -1.6608  0.08
F3 5.5586 -3.6130 -2.5216  0.08
H17 6.2567 -1.4101 -3.4320  0.15
H18 4.6335 -0.8905 -2.9238  0.14
H19 4.5246 -2.5514 -1.1652  0.18
C12 2.0291 -2.5569 3.7482  -0.07
C13 3.0495 -3.0759 2.7936  -0.33
O11 3.8914 -1.9666 2.5759  0.15
C14 3.8259 -1.2404 3.7271  -0.48
O12 4.6186 -0.3641 4.0295  0.12
O13 2.7671 -1.6194 4.5061  0.08
F4 2.4793 -3.4155 1.6158  0.09
H20 1.2005 -2.0462 3.2463  0.16
H21 1.6202 -3.3435 4.3882  0.15
H22 3.6385 -3.9152 3.1787  0.18
C15 7.2909 2.8048 6.5658  -0.07
C16 8.4085 3.7686 6.3564  -0.33
O14 8.5469 3.8131 4.9543  0.15
C17 7.3020 3.5502 4.4667  -0.49
O15 6.9571 3.7680 3.3171  0.15
O16 6.4834 3.0192 5.4256  0.06
F5 9.5596 3.2940 6.8830  0.08
H23 7.6275 1.7628 6.5814  0.15
H24 6.7337 3.0073 7.4845  0.14
H25 8.2104 4.7755 6.7390  0.18
C18 -7.0196 4.2905 -0.8093  -0.08
C19 -7.7742 4.7486 -2.0104  -0.34
O17 -6.8300 4.6454 -3.0519  0.14
C20 -5.9970 3.6345 -2.6764  -0.50
O18 -5.2256 3.0670 -3.4319  0.12
O19 -6.1368 3.3283 -1.3504  0.05
F6 -8.1334 6.0461 -1.8883  0.07
H26 -6.4393 5.0932 -0.3420  0.15
H27 -7.6716 3.8435 -0.0540  0.14
H28 -8.6526 4.1391 -2.2480  0.18
C21 -6.7565 -0.4558 1.4913  -0.09
C22 -7.7321 0.2908 2.3353  -0.33
O20 -8.9508 -0.3770 2.0993  0.13
C23 -8.6010 -1.6625 1.8131  -0.51
O21 -9.3793 -2.6016 1.8216  0.13
O22 -7.2687 -1.7728 1.5228  0.07
F7 -7.8577 1.5685 1.9117  0.07
H29 -6.7330 -0.1002 0.4558  0.14
H30 -5.7421 -0.4198 1.8976  0.13
H31 -7.5044 0.2737 3.4065  0.17
C24 -4.5583 -4.4542 -1.1173  -0.07
C25 -5.3243 -3.8373 -2.2373  -0.33
O23 -4.3281 -3.5222 -3.1835  0.14
C26 -3.3469 -4.4469 -2.9866  -0.48
O24 -2.4514 -4.6747 -3.7829  0.12
O25 -3.4930 -5.0945 -1.7904  0.08
F8 -5.9149 -2.6874 -1.8417  0.08
H32 -4.1537 -3.7118 -0.4212  0.16
H33 -5.1553 -5.1756 -0.5528  0.14
H34 -6.0673 -4.5011 -2.6920  0.17

2.
# C26H34AsClN3O10RhS

A molecular structure, C26H34AsClN3O10RhS (the ωB97M-V functional and the def2-TZVPD basis, the Open Molecules 2025 dataset).

Output
frontier orbital gap = 9.6 eV
molar mass = 793.92 g/mol
HOMO level = -0.3576 Eh
DFT total energy = -5132.59553 Ha

Last column: Löwdin charge in e.
Positions of all 77 atoms, in Å:
Rh1 1.8223 0.0462 -1.7930  1.22
O1 3.4044 2.1457 0.5474  -0.26
As1 4.4586 1.6131 -0.7723  0.91
O2 5.9729 1.4383 -0.2428  -0.42
O3 3.7492 0.2326 -1.4680  -0.51
C1 4.3446 3.0568 -2.0708  -0.22
C2 5.5150 3.7955 -2.1828  -0.07
C3 5.5996 4.8584 -3.0737  -0.05
C4 4.5118 5.1978 -3.8592  -0.06
C5 3.3331 4.4724 -3.7607  -0.05
C6 3.2584 3.4072 -2.8756  -0.27
S1 1.7352 2.5112 -2.8651  0.56
O4 1.4883 2.1066 -1.4259  -0.44
O5 0.7192 3.3417 -3.4213  -0.25
O6 1.9574 1.2063 -3.5484  -0.35
H1 2.6314 2.5641 0.1415  0.00
H2 6.3591 3.5147 -1.5647  0.10
H3 6.5207 5.4211 -3.1491  0.11
H4 4.5729 6.0269 -4.5512  0.11
H5 2.4707 4.7271 -4.3602  0.11
C7 -1.2888 -2.3756 -1.7141  0.02
C8 -0.3845 -1.7137 -2.7385  -0.47
C9 -1.0055 -1.6834 -4.1228  0.01
O7 -0.1408 -0.3335 -2.3268  -0.12
C10 0.9691 -2.4499 -2.7859  -0.58
O8 0.9633 -3.6190 -3.1012  0.10
O9 2.0492 -1.7912 -2.4640  -0.11
H6 -2.2484 -1.8536 -1.6721  0.08
H7 -0.8362 -2.3680 -0.7204  0.08
H8 -1.4610 -3.4097 -2.0065  0.11
H9 -1.9863 -1.2050 -4.0860  0.07
H10 -1.1106 -2.7030 -4.4887  0.10
H11 -0.3694 -1.1244 -4.8090  0.11
H12 -0.8851 0.0111 -1.8093  0.08
C11 -1.1586 -1.9871 5.6573  -0.03
C12 -1.5905 -2.0279 4.1853  -0.53
C13 -3.1227 -2.0794 4.1461  -0.04
C14 -1.0638 -3.3212 3.5558  -0.04
C15 -1.0671 -0.7669 3.4244  -0.40
O10 -1.3531 0.4158 4.1795  -0.02
C16 -1.6606 -0.6336 2.0022  -0.09
C17 -2.9248 0.2195 1.8392  -0.13
C18 -3.1551 0.5103 0.3769  -0.22
C19 -4.1733 -0.1071 -0.3373  -0.03
C20 -4.3526 0.1343 -1.6943  -0.10
C21 -3.5005 1.0074 -2.3473  -0.67
Cl1 -3.7157 1.3161 -4.0392  0.70
C22 -2.4778 1.6497 -1.6590  -0.11
C23 -2.3123 1.3899 -0.3057  -0.04
C24 0.4975 -0.7334 3.3866  -0.01
N1 1.1014 -1.0013 2.0956  -0.10
C25 1.2973 -0.1257 1.1186  -0.10
N2 1.6307 -0.7815 0.0213  -0.01
C26 1.6717 -2.0905 0.3989  -0.12
N3 1.3424 -2.2564 1.6537  0.16
H13 -1.5044 -2.8951 6.1536  0.09
H14 -1.5813 -1.1334 6.1854  0.09
H15 -0.0759 -1.9475 5.7799  0.08
H16 -3.4703 -2.9003 4.7747  0.09
H17 -3.4976 -2.2594 3.1376  0.08
H18 -3.5920 -1.1691 4.5312  0.09
H19 -1.4999 -4.1727 4.0812  0.09
H20 0.0193 -3.4104 3.6238  0.07
H21 -1.3326 -3.4141 2.5026  0.08
H22 -2.2719 0.3888 4.4670  0.09
H23 -1.8227 -1.6221 1.5654  0.12
H24 -0.9276 -0.1521 1.3584  0.08
H25 -2.7875 1.1631 2.3694  0.12
H26 -3.8071 -0.2671 2.2557  0.10
H27 -4.8413 -0.7944 0.1685  0.12
H28 -5.1480 -0.3515 -2.2425  0.11
H29 -1.8269 2.3438 -2.1774  0.11
H30 -1.5212 1.9044 0.2312  0.13
H31 0.9349 -1.4326 4.0912  0.12
H32 0.7982 0.2724 3.6737  0.15
H33 1.1958 0.9409 1.2185  0.15
H34 1.9581 -2.8875 -0.2664  0.14

3.
# C26H34BKN8O2P

A molecular structure, C26H34BKN8O2P (the ωB97M-V functional and the def2-TZVPD basis, the Open Molecules 2025 dataset).

Output
frontier orbital gap = 7.5 eV
molar mass = 571.50 g/mol
net charge = +1
HOMO level = -0.3808 Eh
DFT total energy = -2565.68796 Ha

Last column: Löwdin charge in e.
Positions of all 73 atoms, in Å:
K1 0.8796 -0.1188 0.0645  0.80
B1 -0.3016 3.3563 -1.0140  -0.39
N1 0.5586 2.3045 -1.7761  -0.11
C1 1.8734 2.3827 -2.0484  -0.11
C2 2.2379 1.2746 -2.7913  -0.07
C3 1.0395 0.5661 -2.9409  -0.20
N2 0.0322 1.1840 -2.3218  -0.01
N3 -0.4679 2.9488 0.4905  -0.09
C4 -0.1004 3.6216 1.5870  -0.10
C5 -0.5637 2.9457 2.7049  -0.07
C6 -1.2318 1.8449 2.1757  -0.16
N4 -1.1792 1.8518 0.8396  -0.02
H1 0.2725 4.4119 -1.0384  0.08
H2 -1.3998 3.3891 -1.5160  0.06
H3 2.4433 3.2386 -1.7250  0.13
H4 3.2013 1.0412 -3.2108  0.10
H5 0.8622 -0.3555 -3.4754  0.11
H6 0.4532 4.5420 1.4971  0.13
H7 -0.4475 3.2210 3.7387  0.10
H8 -1.7581 1.0566 2.6938  0.11
C7 5.6628 0.8772 -0.7383  -0.04
O1 5.0406 -0.2065 -0.0536  -0.08
C8 4.1011 0.0974 0.8775  -0.24
C9 3.6049 1.3715 1.1246  -0.03
C10 2.6677 1.5600 2.1344  -0.09
C11 2.2264 0.4914 2.8955  -0.09
C12 2.7173 -0.7876 2.6463  -0.02
C13 3.6362 -0.9906 1.6329  -0.18
N5 4.2470 -2.2351 1.3752  0.13
C14 3.8866 -3.4835 1.6767  0.01
C15 2.6617 -4.0708 1.9526  -0.13
C16 2.7084 -5.3956 2.5116  -0.05
C17 1.5829 -6.0710 2.8293  -0.08
C18 0.3160 -5.4669 2.5688  -0.06
C19 0.2112 -4.2486 1.9838  -0.01
C20 1.3750 -3.4919 1.5989  -0.38
O2 1.2844 -2.4197 0.9603  -0.15
H9 6.1450 1.5555 -0.0323  0.11
H10 4.9345 1.4245 -1.3393  0.08
H11 6.4091 0.4320 -1.3883  0.10
H12 3.9554 2.2147 0.5482  0.11
H13 2.2888 2.5527 2.3285  0.10
H14 1.5113 0.6472 3.6912  0.11
H15 2.4007 -1.6259 3.2507  0.13
H16 5.1885 -2.1334 1.0218  0.16
H17 4.7416 -4.1538 1.6914  0.14
H18 3.6807 -5.8352 2.7033  0.12
H19 1.6314 -7.0559 3.2704  0.11
H20 -0.5840 -6.0093 2.8318  0.11
H21 -0.7535 -3.8113 1.7603  0.11
C21 -4.3883 1.3073 -0.3529  -0.12
N6 -3.0955 1.0633 -1.0898  -0.09
C22 -3.2264 1.6170 -2.4947  -0.14
N7 -4.3505 1.0392 -3.1652  -0.15
C23 -5.5696 1.2780 -2.4010  -0.16
N8 -5.5020 0.7350 -1.0434  -0.15
C24 -5.4613 -0.7307 -1.0482  -0.33
P1 -4.0006 -1.4554 -1.9502  1.03
C25 -2.7411 -0.3894 -1.1066  -0.30
C26 -4.1577 -0.3833 -3.4614  -0.33
H22 -4.5016 2.3896 -0.2808  0.15
H23 -4.2816 0.8870 0.6473  0.14
H24 -2.3165 1.5219 -0.5477  0.10
H25 -2.2839 1.4132 -2.9997  0.12
H26 -3.3529 2.6927 -2.3829  0.13
H27 -6.4153 0.8297 -2.9202  0.13
H28 -5.7315 2.3553 -2.3354  0.14
H29 -6.3775 -1.1033 -1.5099  0.09
H30 -5.4588 -1.0940 -0.0178  0.09
H31 -1.7665 -0.4574 -1.5898  0.07
H32 -2.6395 -0.7100 -0.0671  0.09
H33 -5.0011 -0.7440 -4.0526  0.09
H34 -3.2640 -0.5007 -4.0781  0.09

4.
# C26H34BN2

2 unconnected molecules or ions with the total composition C26H34BN2 in a non-equilibrium geometry (the ωB97M-V functional and the def2-TZVPD basis, the Open Molecules 2025 dataset).

Output
frontier orbital gap = 6.3 eV
molar mass = 385.38 g/mol
net charge = +1
HOMO level = -0.3893 Eh
DFT total energy = -1145.15068 Ha

Last column: Löwdin charge in e.
Positions of all 63 atoms, in Å:
C1 2.6871 0.0188 -1.3784  -0.04
C2 1.8241 0.5653 -2.5048  -0.36
C3 2.3436 1.8410 -3.1572  -0.03
N1 0.3452 0.7494 -2.1279  -0.07
C4 -0.2182 1.3466 -3.4089  -0.27
C5 0.0188 0.5510 -4.5520  -0.10
C6 -0.3990 0.9649 -5.8079  -0.05
C7 -1.0626 2.1978 -5.9139  -0.05
C8 -1.3194 2.9884 -4.7738  -0.02
C9 -0.9052 2.5267 -3.5039  -0.01
C10 -0.2627 -0.6599 -2.1694  -0.36
C11 -1.7143 -0.6221 -2.6633  -0.03
C12 -0.1929 -1.3928 -0.8424  -0.06
B1 0.0675 1.5563 -0.7655  -0.07
H1 0.5341 0.8734 0.6471  0.08
H2 3.7511 0.1469 -1.6793  0.11
H3 2.5946 0.5041 -0.3786  0.06
H4 2.5641 -1.0782 -1.2559  0.09
H5 1.8985 -0.2118 -3.2872  0.13
H6 3.4297 1.7616 -3.3488  0.10
H7 1.8528 1.9920 -4.1575  0.10
H8 2.1428 2.7388 -2.5361  0.10
H9 0.4885 -0.4679 -4.4970  0.14
H10 -0.2000 0.3191 -6.6917  0.13
H11 -1.3825 2.5250 -6.9048  0.11
H12 -1.8379 3.9426 -4.8915  0.12
H13 -1.1359 3.0757 -2.5892  0.12
H14 0.3211 -1.2551 -2.9022  0.14
H15 -2.1735 -1.6256 -2.5219  0.11
H16 -2.2989 0.1495 -2.0997  0.11
H17 -1.7867 -0.3823 -3.7722  0.10
H18 -0.5131 -2.4616 -1.0142  0.12
H19 0.8039 -1.4353 -0.4036  0.04
H20 -0.8672 -0.9819 -0.0747  0.09
H21 0.6229 2.6597 -0.8180  0.09
H22 -1.1480 1.6267 -0.5441  0.09
C13 2.1238 0.0700 2.0076  -0.08
C14 0.6885 0.6036 1.8999  -0.13
N2 -0.1193 -0.1644 2.8224  0.00
C15 -0.8552 0.3264 3.9274  -0.13
C16 -0.5908 1.4753 4.6513  -0.02
C17 -1.1003 1.5671 5.9625  -0.06
C18 -1.8317 0.4969 6.5360  -0.07
C19 -1.9999 -0.7295 5.8549  0.00
C20 -1.5225 -0.7918 4.5476  -0.11
C21 -1.2354 -1.9493 3.7614  -0.11
C22 -0.2812 -1.5640 2.7723  -0.15
C23 0.4023 -2.5369 2.0572  -0.04
C24 -0.0857 -3.8634 2.1038  -0.07
C25 -1.1443 -4.2307 2.9539  -0.07
C26 -1.6461 -3.2890 3.8783  0.00
H23 2.7663 0.9314 1.7905  0.08
H24 2.3907 -0.3645 3.0112  0.12
H25 2.4095 -0.7088 1.2564  0.06
H26 0.6737 1.6541 2.3727  0.14
H27 0.0543 2.2428 4.2116  0.11
H28 -0.9304 2.4621 6.5585  0.11
H29 -2.2594 0.6384 7.5323  0.11
H30 -2.4532 -1.6226 6.3287  0.13
H31 1.2970 -2.2962 1.5010  0.08
H32 0.3511 -4.6246 1.4635  0.10
H33 -1.5802 -5.2365 2.8993  0.11
H34 -2.3943 -3.5430 4.6282  0.12